No. 1
A structure of composition CHAgF3NO3S, computed with wB97M-V/def2-TZVPD.

The geometry in ORCA input format:
```
! wB97M-V def2-TZVPD RIJCOSX def2/J DEFGRID3
* xyz 0 3
Ag 2.39 -0.51 0.59
O 1.15 0.83 1.54
N 0.12 1.39 1.02
S -0.16 0.70 -0.56
O 0.96 -0.23 -0.88
O -0.54 1.71 -1.53
C -1.66 -0.42 -0.37
F -1.26 -1.61 0.02
F -2.46 0.10 0.54
F -2.28 -0.51 -1.52
H 3.74 -1.44 1.15
*
```

Its highest occupied orbital energy (alpha / beta) is -9.1 / -9.5 eV. Its frontier orbital gap (alpha / beta) is 9.530 / 5.635 eV. As for the total energy: -1163.70317 Ha. Its molar mass is 272.0 u.



No. 2
A structure of composition CHAlO2, computed with wB97M-V/def2-TZVPD.

The geometry in ORCA input format:
```
! wB97M-V def2-TZVPD RIJCOSX def2/J DEFGRID3
* xyz 2 1
O 0.31 1.04 0.75
C 0.18 -1.07 -1.55
O -0.63 -0.90 -0.75
Al -1.08 0.20 0.71
H 1.21 0.73 0.85
*
```

Its highest occupied orbital energy is -24.1 eV. The energy relative to the best compared isomer or geometry (same formula, charge and spin) comes out at 0.0 kJ/mol. Its frontier orbital gap is 8.171 eV. As for the total energy: -430.74663 Ha. Its molar mass is 72.0 u.



No. 3
A structure of composition CHBaO3, computed with wB97M-V/def2-TZVPD.

The geometry in ORCA input format:
```
! wB97M-V def2-TZVPD RIJCOSX def2/J DEFGRID3
* xyz 1 1
C -1.64 -0.07 -0.32
O -1.90 -1.12 0.39
O -0.42 -0.09 -0.51
Ba 2.21 0.43 -0.02
O -2.66 0.42 0.21
H 4.17 0.54 0.49
*
```

Its highest occupied orbital energy (alpha / beta) is -11.7 / -11.7 eV. The energy relative to the best compared isomer or geometry (same formula, charge and spin) comes out at 698.5 kJ/mol. Its frontier orbital gap (alpha / beta) is 3.866 / 3.836 eV. As for the total energy: -289.42177 Ha. Its molar mass is 198.3 u.



No. 4
The molecule CHBr2O2P, computed with wB97M-V/def2-TZVPD.

The geometry in ORCA input format:
```
! wB97M-V def2-TZVPD RIJCOSX def2/J DEFGRID3
* xyz 0 1
C 1.08 0.69 0.55
O 2.07 1.26 0.90
O 1.03 -0.07 -0.49
P -0.64 -0.90 -1.28
Br -1.48 -2.35 0.15
Br -2.08 0.68 -0.83
H 0.03 0.70 0.99
*
```

Its highest occupied orbital energy is -10.3 eV. Its SMILES is O=COP(Br)Br. The energy relative to the best compared isomer or geometry (same formula, charge and spin) comes out at 91.7 kJ/mol. Its frontier orbital gap is 9.245 eV. As for the total energy: -5678.58672 Ha. Its molar mass is 235.8 u.



No. 5
A cluster of 2 separate species, CHBrCl2 in total, computed with wB97M-V/def2-TZVPD.

The geometry in ORCA input format:
```
! wB97M-V def2-TZVPD RIJCOSX def2/J DEFGRID3
* xyz 0 1
C 0.18 0.37 -0.44
Cl 1.40 1.07 0.50
Cl 0.52 -0.87 -1.44
Br -1.46 -1.47 2.13
H -0.64 0.90 -0.74
*
```

Its highest occupied orbital energy (alpha / beta) is -11.1 / -8.3 eV. The energy relative to the best compared isomer or geometry (same formula, charge and spin) comes out at 200.2 kJ/mol. Its frontier orbital gap (alpha / beta) is 10.679 / 4.665 eV. As for the total energy: -3532.98899 Ha. Its molar mass is 163.8 u.



No. 6
A cluster of 2 separate species, CHBrClNO2 in total, computed with wB97M-V/def2-TZVPD.

The geometry in ORCA input format:
```
! wB97M-V def2-TZVPD RIJCOSX def2/J DEFGRID3
* xyz 0 1
C -0.15 0.01 0.53
N 0.35 0.05 -0.85
O 1.41 -0.50 -1.15
O -0.23 0.76 -1.60
Cl 0.08 1.48 1.25
Br 0.31 -1.50 1.43
H -1.77 -0.29 0.38
*
```

Its highest occupied orbital energy is -10.6 eV. The energy relative to the best compared isomer or geometry (same formula, charge and spin) comes out at 218.2 kJ/mol. Its frontier orbital gap is 9.613 eV. As for the total energy: -3277.94171 Ha. Its molar mass is 174.4 u.



No. 7
The molecule CHBrF2, computed with wB97M-V/def2-TZVPD.

The geometry in ORCA input format:
```
! wB97M-V def2-TZVPD RIJCOSX def2/J DEFGRID3
* xyz 0 1
C 0.20 -0.07 -0.01
F 0.40 -0.75 1.10
F 0.28 -0.90 -1.07
Br -1.64 0.81 -0.07
H 0.77 0.91 0.05
*
```

Its highest occupied orbital energy is -10.9 eV. Its SMILES is FC(F)Br. The energy relative to the best compared isomer or geometry (same formula, charge and spin) comes out at 0.0 kJ/mol. Its frontier orbital gap is 11.486 eV. As for the total energy: -2812.43251 Ha. Its molar mass is 130.9 u.



No. 8
A structure of composition CHBrF3N, computed with wB97M-V/def2-TZVPD.

The geometry in ORCA input format:
```
! wB97M-V def2-TZVPD RIJCOSX def2/J DEFGRID3
* xyz 0 1
C 0.94 -0.72 0.35
N 1.26 0.28 -0.26
F 1.07 -1.86 -0.27
F -2.15 0.95 -0.92
F 0.62 -0.89 1.62
Br 1.15 1.89 0.46
H -2.88 0.36 -0.98
*
```

Its highest occupied orbital energy is -10.2 eV. The energy relative to the best compared isomer or geometry (same formula, charge and spin) comes out at 69.4 kJ/mol. Its frontier orbital gap is 10.776 eV. As for the total energy: -2967.02113 Ha. Its molar mass is 163.9 u.



No. 9
The molecule CHBrN2, computed with wB97M-V/def2-TZVPD.

The geometry in ORCA input format:
```
! wB97M-V def2-TZVPD RIJCOSX def2/J DEFGRID3
* xyz 0 1
C -0.19 -0.06 -0.11
N -0.74 -1.28 -0.85
N 0.52 0.47 0.75
Br 0.46 1.92 1.59
H -0.05 -1.05 -1.38
*
```

Its highest occupied orbital energy (alpha / beta) is -9.7 / -9.7 eV. Its SMILES is N=C=NBr. The energy relative to the best compared isomer or geometry (same formula, charge and spin) comes out at 314.7 kJ/mol. Its frontier orbital gap (alpha / beta) is 9.280 / 9.279 eV. As for the total energy: -2722.04639 Ha. Its molar mass is 120.9 u.



No. 10
A cluster of 2 separate species, CHBrNO2 in total, computed with wB97M-V/def2-TZVPD.

The geometry in ORCA input format:
```
! wB97M-V def2-TZVPD RIJCOSX def2/J DEFGRID3
* xyz -1 1
C -1.06 0.04 -0.10
N 0.91 -0.02 0.59
O -1.17 1.03 -0.81
O -1.64 -0.90 0.31
Br 1.82 -1.09 -0.59
H 1.14 0.94 0.59
*
```

Its highest occupied orbital energy is -3.3 eV. The energy relative to the best compared isomer or geometry (same formula, charge and spin) comes out at 101.8 kJ/mol. Its frontier orbital gap is 7.037 eV. As for the total energy: -2817.97192 Ha. Its molar mass is 138.9 u.



No. 11
A structure of composition CHCdF3MgNO3S2, computed with wB97M-V/def2-TZVPD.

The geometry in ORCA input format:
```
! wB97M-V def2-TZVPD RIJCOSX def2/J DEFGRID3
* xyz 1 1
Cd 1.93 1.95 1.81
N -0.02 0.32 0.27
S 1.44 0.05 -0.37
O 2.56 0.65 0.53
S -0.27 1.99 0.85
O -2.78 1.80 -0.46
C 1.59 -1.75 0.15
F 0.65 -2.46 -0.47
F 1.43 -1.87 1.45
F 2.78 -2.20 -0.21
Mg -1.91 0.08 -0.30
O -3.67 0.58 -1.16
H -3.73 0.87 -2.08
*
```

Its highest occupied orbital energy is -12.3 eV. The energy relative to the best compared isomer or geometry (same formula, charge and spin) comes out at 35.8 kJ/mol. Its frontier orbital gap is 6.166 eV. As for the total energy: -1782.59009 Ha. Its molar mass is 332.9 u.



No. 12
A structure of composition CHCdO5, computed with wB97M-V/def2-TZVPD.

The geometry in ORCA input format:
```
! wB97M-V def2-TZVPD RIJCOSX def2/J DEFGRID3
* xyz 1 1
O 0.99 0.90 0.68
O 0.06 -0.89 -0.46
O 0.20 -0.26 0.81
C -1.27 0.11 -0.23
O -1.36 1.04 -0.96
O -2.17 -0.53 0.46
Cd 2.36 -0.18 -0.10
H -3.06 -0.37 0.10
*
```

Its highest occupied orbital energy (alpha / beta) is -15.1 / -15.1 eV. The energy relative to the best compared isomer or geometry (same formula, charge and spin) comes out at 78.4 kJ/mol. Its frontier orbital gap (alpha / beta) is 7.028 / 7.029 eV. As for the total energy: -582.04812 Ha. Its molar mass is 205.4 u.



No. 13
A cluster of 2 separate species, CHCl2F2NS in total, computed with wB97M-V/def2-TZVPD.

The geometry in ORCA input format:
```
! wB97M-V def2-TZVPD RIJCOSX def2/J DEFGRID3
* xyz 0 3
C -1.54 0.34 0.11
N 0.28 -1.23 -0.35
F 1.90 0.77 -1.02
F 2.73 -1.12 0.20
S 1.30 -0.31 0.27
Cl -1.49 0.56 1.80
Cl -1.38 1.65 -0.86
H -1.79 -0.67 -0.15
*
```

Its highest occupied orbital energy (alpha / beta) is -8.0 / -11.5 eV. The energy relative to the best compared isomer or geometry (same formula, charge and spin) comes out at 16.7 kJ/mol. Its frontier orbital gap (alpha / beta) is 7.770 / 7.876 eV. As for the total energy: -1611.56050 Ha. Its molar mass is 168.0 u.



No. 14
The molecule CHCl2F2P, computed with wB97M-V/def2-TZVPD.

The geometry in ORCA input format:
```
! wB97M-V def2-TZVPD RIJCOSX def2/J DEFGRID3
* xyz 0 1
C 0.45 0.29 0.26
F -1.09 0.24 -1.64
F -1.67 -1.07 0.59
P -0.52 -1.16 -0.44
Cl 1.73 0.60 -0.91
Cl 1.17 -0.11 1.87
H -0.07 1.21 0.28
*
```

Its highest occupied orbital energy is -11.0 eV. Its SMILES is FP(F)C(Cl)Cl. The energy relative to the best compared isomer or geometry (same formula, charge and spin) comes out at 116.2 kJ/mol. Its frontier orbital gap is 10.486 eV. As for the total energy: -1500.19217 Ha. Its molar mass is 152.9 u.



No. 15
The molecule CHCl2FS, computed with wB97M-V/def2-TZVPD.

The geometry in ORCA input format:
```
! wB97M-V def2-TZVPD RIJCOSX def2/J DEFGRID3
* xyz 0 1
C -1.49 -1.38 0.36
F -2.35 -0.97 -0.55
S 0.24 -0.86 -0.64
Cl -1.64 -3.12 0.58
Cl -1.78 -0.44 1.85
H 0.03 0.32 -0.33
*
```

Its highest occupied orbital energy is -10.0 eV. Its SMILES is FC(S)(Cl)Cl. The energy relative to the best compared isomer or geometry (same formula, charge and spin) comes out at 53.5 kJ/mol. Its frontier orbital gap is 9.842 eV. As for the total energy: -1457.09838 Ha. Its molar mass is 135.0 u.



No. 16
The molecule CHCl2NO, computed with wB97M-V/def2-TZVPD.

The geometry in ORCA input format:
```
! wB97M-V def2-TZVPD RIJCOSX def2/J DEFGRID3
* xyz 0 1
C -0.63 -0.34 -0.07
N -1.54 0.72 0.03
O -1.66 2.02 -0.01
Cl -1.18 -1.86 0.02
Cl -3.28 0.03 -0.01
H 0.36 -0.22 0.13
*
```

Its highest occupied orbital energy is -9.5 eV. Its SMILES is [O-]/[N+](Cl)=C/Cl. The energy relative to the best compared isomer or geometry (same formula, charge and spin) comes out at 227.0 kJ/mol. Its frontier orbital gap is 9.067 eV. As for the total energy: -1088.91792 Ha. Its molar mass is 113.9 u.



No. 17
The molecule CHCl2NO2, computed with wB97M-V/def2-TZVPD.

The geometry in ORCA input format:
```
! wB97M-V def2-TZVPD RIJCOSX def2/J DEFGRID3
* xyz 0 1
C 0.56 0.11 -0.03
N -0.95 -0.07 -0.21
O -1.69 0.30 0.66
O -1.27 -0.65 -1.20
Cl 1.11 -1.58 0.22
Cl 0.95 1.21 1.38
H 1.30 0.69 -0.81
*
```

Its highest occupied orbital energy is -11.5 eV. Its SMILES is O=[N+]([O-])C(Cl)Cl. The energy relative to the best compared isomer or geometry (same formula, charge and spin) comes out at 260.0 kJ/mol. Its frontier orbital gap is 11.077 eV. As for the total energy: -1164.18864 Ha. Its molar mass is 129.9 u.



No. 18
A cluster of 2 separate species, CHCl2NO3 in total, computed with wB97M-V/def2-TZVPD.

The geometry in ORCA input format:
```
! wB97M-V def2-TZVPD RIJCOSX def2/J DEFGRID3
* xyz 0 1
C -1.17 -0.94 -0.31
N 1.26 0.92 0.42
O 0.34 1.19 1.17
O 2.29 1.54 0.35
O 1.13 -0.09 -0.35
Cl -2.01 0.36 0.25
Cl -1.12 -1.34 -1.91
H -0.72 -1.63 0.39
*
```

Its highest occupied orbital energy (alpha / beta) is -9.3 / -9.3 eV. The energy relative to the best compared isomer or geometry (same formula, charge and spin) comes out at 212.6 kJ/mol. Its frontier orbital gap (alpha / beta) is 6.674 / 6.667 eV. As for the total energy: -1239.32828 Ha. Its molar mass is 145.9 u.



No. 19
A structure of composition CHCl2NOS2, computed with wB97M-V/def2-TZVPD.

The geometry in ORCA input format:
```
! wB97M-V def2-TZVPD RIJCOSX def2/J DEFGRID3
* xyz 0 1
C -0.49 -0.61 -0.65
N -0.87 0.53 0.05
O 0.00 -0.69 -1.73
S -0.30 2.00 -0.42
S 2.70 -0.85 0.99
Cl -1.15 -2.00 0.32
Cl 1.86 1.03 0.90
H -1.75 0.58 0.53
*
```

Its highest occupied orbital energy (alpha / beta) is -8.6 / -8.5 eV. The energy relative to the best compared isomer or geometry (same formula, charge and spin) comes out at 0.0 kJ/mol. Its frontier orbital gap (alpha / beta) is 4.758 / 4.694 eV. As for the total energy: -1885.33307 Ha. Its molar mass is 178.1 u.



No. 20
A structure of composition CHCl2O4S2, computed with wB97M-V/def2-TZVPD.

The geometry in ORCA input format:
```
! wB97M-V def2-TZVPD RIJCOSX def2/J DEFGRID3
* xyz -1 1
C 0.04 -0.18 0.91
O 1.35 2.22 0.53
O -0.87 1.73 -0.56
O -1.23 -0.81 -1.31
O -2.65 -0.27 0.61
S 0.45 1.26 -0.12
S -1.37 -0.70 0.11
Cl 4.57 0.24 -1.69
Cl -1.20 -2.53 0.82
H 0.90 -0.96 0.71
*
```

Its highest occupied orbital energy (alpha / beta) is -4.4 / -4.5 eV. The energy relative to the best compared isomer or geometry (same formula, charge and spin) comes out at 373.3 kJ/mol. Its frontier orbital gap (alpha / beta) is 3.373 / 3.546 eV. As for the total energy: -2056.32717 Ha. Its molar mass is 212.1 u.